{
  "formula": "C6H4NNiO2SbSe4",
  "method": "ωB97M-V with the def2-TZVPD basis set",
  "total_charge": -2,
  "e_lumo_ev": 3.926,
  "e_tot_ev": -320843.29409,
  "spin_multiplicity": 1,
  "orbital_gap_ev": 5.44,
  "species": ["Ni", "O", "C", "O", "C", "C", "C", "C", "C", "N", "H", "H", "H", "H", "Se", "Sb", "Se", "Se", "Se"],
  "xyz": [[-2.17856, 1.92686, 1.70411], [-3.77785, -0.44290, -0.98111], [-3.11923, 0.21898, -0.18682], [-3.53878, 1.12201, 0.61285], [-1.61376, -0.02347, -0.10976], [-0.95461, -0.95261, -0.89618], [0.41434, -1.10503, -0.74524], [1.07380, -0.32007, 0.19187], [0.34977, 0.58905, 0.94037], [-0.96901, 0.73238, 0.78679], [-1.54015, -1.52610, -1.60071], [0.98675, -1.81345, -1.33291], [2.14136, -0.42921, 0.32370], [0.81214, 1.22475, 1.68280], [7.26358, -1.36834, -2.71979], [5.05192, -1.22881, -1.79405], [-0.94930, 3.15169, 3.19602], [-3.24715, 3.49329, 3.01261], [3.79473, -3.24902, -2.08453]],
  "forces_ev_per_a": [[-0.13, -0.07, -0.08], [-0.02, -0.04, -0.02], [0.02, 0.05, -0.02], [0.06, -0.05, -0.02], [0.03, 0.00, 0.04], [-0.03, 0.01, 0.01], [0.02, 0.04, 0.02], [0.01, -0.10, -0.09], [0.00, -0.02, -0.02], [-0.04, 0.04, 0.06], [0.01, 0.00, 0.00], [-0.04, -0.03, -0.02], [0.02, 0.07, 0.06], [-0.01, 0.01, 0.00], [-0.04, -0.04, 0.00], [0.04, 0.06, 0.01], [0.12, 0.07, 0.09], [-0.02, 0.01, 0.01], [0.00, -0.02, -0.02]]
}



{
  "formula": "C6H4O",
  "method": "ωB97M-V with the def2-TZVPD basis set",
  "e_lumo_ev": -0.010,
  "e_tot_ev": -8327.50825,
  "spin_multiplicity": 1,
  "orbital_gap_ev": 9.81,
  "species": ["C", "C", "C", "C", "O", "C", "C", "H", "H", "H", "H"],
  "xyz": [[-2.40092, -0.17269, -0.71858], [-1.07867, 0.25775, -0.27934], [0.05639, 0.50202, 0.05178], [1.38048, 0.59495, 0.60083], [1.85855, 1.58359, 1.09108], [1.75128, -1.16905, 0.51982], [2.84910, -0.56531, 0.52088], [-2.82295, 0.52291, -1.44863], [-3.08733, -0.23992, 0.13160], [-2.32765, -1.16513, -1.17560], [3.82171, -0.14912, 0.70616]],
  "forces_ev_per_a": [[-0.03, 0.01, -0.02], [0.51, 0.07, 0.03], [-0.44, -0.11, -0.24], [-0.18, 0.64, 0.21], [-0.23, -0.64, -0.10], [0.71, 0.16, 0.34], [-0.33, -0.36, -0.05], [0.05, -0.06, 0.10], [0.13, 0.06, -0.10], [-0.02, 0.16, 0.06], [-0.16, 0.10, -0.24]]
}



{
  "formula": "C6H4O",
  "method": "ωB97M-V with the def2-TZVPD basis set",
  "e_lumo_ev": 0.155,
  "smiles": "C#Cc1ccco1",
  "e_tot_ev": -8330.34964,
  "spin_multiplicity": 1,
  "orbital_gap_ev": 9.01,
  "species": ["C", "C", "C", "C", "C", "C", "O", "H", "H", "H", "H"],
  "xyz": [[-2.11506, -0.17262, -2.23041], [-1.36128, -0.18896, -1.26188], [-0.40617, -0.12404, -0.25177], [0.93148, -0.40158, -0.24273], [1.37913, -0.06030, 1.06405], [0.28354, 0.39924, 1.72809], [-0.80046, 0.39281, 0.93935], [-1.57728, 0.39848, -2.97557], [1.51218, -0.78307, -1.07373], [2.37502, -0.16970, 1.46412], [0.10274, 0.73969, 2.73405]],
  "forces_ev_per_a": [[1.03, 0.03, 0.25], [-0.23, -0.13, -0.08], [0.12, -0.22, 0.15], [-0.15, -0.10, 0.10], [0.00, 0.06, 0.15], [0.25, 0.02, 0.22], [0.02, -0.04, 0.22], [-0.95, 0.31, -1.18], [-0.18, 0.00, 0.22], [-0.08, 0.08, -0.03], [0.18, 0.00, -0.02]]
}